Entry 1:
A 12-piece molecular cluster, C13H50N12O12 overall. Source: the OMol25 dataset; level of theory: wB97M-V/def2-TZVPD.

Computed properties:
- Highest occupied orbital energy: -8.17 eV
- E: -2085.07230 hartree
- SMILES: NC(N)=O.NC(N)=O.NC(N)=O.NC(N)=O.NC(N)=O.NC(N)=O.CCO.CO.CO.CO.CO.CO
- Kohn-Sham gap: 7.82 eV
- Charge: 0

Cartesian coordinates (Å):
C1 1.59187 3.70908 0.97415
C2 2.82511 3.58952 0.05032
O1 2.27595 3.94970 -1.15932
H1 1.13010 4.68432 0.86980
H2 1.78501 3.43723 2.03122
H3 0.78714 3.08617 0.77106
H4 3.22473 2.59212 0.17288
H5 3.62412 4.30637 0.34524
H6 2.84817 4.67022 -1.42922
C3 4.00186 0.70302 1.99175
O2 2.69640 0.51127 1.72815
N1 4.55041 1.27346 3.00160
N2 4.84642 0.20805 1.14113
H7 3.81951 1.62536 3.71531
H8 5.56513 1.50490 3.09414
H9 4.51728 -0.19110 0.27989
H10 5.90787 0.34353 1.16363
C4 -2.62322 -3.58676 -0.35906
O3 -3.46125 -3.53517 0.78244
N3 -1.42478 -3.97037 -0.30982
N4 -2.90273 -3.10478 -1.47816
H11 -1.13788 -4.30723 0.62905
H12 -0.84551 -4.19772 -1.13028
H13 -3.80791 -2.61873 -1.60394
H14 -2.37115 -3.31406 -2.32204
C5 -0.60225 -2.74764 3.38229
O4 -0.06993 -3.79894 4.20110
N5 0.17612 -1.75979 2.86928
N6 -1.87964 -2.68430 2.98055
H15 1.16058 -1.92669 3.18317
H16 -0.16751 -0.83310 3.08446
H17 -2.48199 -3.47059 3.09129
H18 -2.22808 -1.97457 2.33835
C6 -2.97202 0.51664 1.51003
O5 -4.15957 1.02441 1.94914
N7 -2.78470 -0.73879 1.23647
N8 -1.93030 1.22783 1.30643
H19 -3.60586 -1.29794 1.00768
H20 -1.83649 -1.05959 0.93634
H21 -2.01161 2.24845 1.47787
H22 -1.08164 0.87931 0.75351
C7 -0.19857 -0.60674 -0.50657
O6 -0.49634 -0.69010 -1.79575
N9 0.21540 0.49762 0.07641
N10 -0.31021 -1.66824 0.31814
H23 0.31687 1.33657 -0.58129
H24 0.84578 0.48480 0.88491
H25 -0.72960 -2.55798 -0.11554
H26 -0.03060 -1.66012 1.38972
C8 -1.67429 -0.38033 -4.97724
O7 -1.44351 0.17242 -6.32778
N11 -0.73018 -1.07677 -4.36251
N12 -2.84427 -0.42784 -4.39988
H27 0.23487 -1.21759 -4.90033
H28 -0.78488 -1.07503 -3.35200
H29 -3.63866 -0.03326 -4.88748
H30 -2.89532 -0.59763 -3.39687
C9 -0.16853 1.94898 -3.05601
O8 0.05563 2.77956 -1.91941
H31 -1.09406 1.41617 -2.84870
H32 0.79064 1.44208 -3.29556
H33 -0.17406 2.56316 -3.97414
H34 0.95185 3.24156 -1.95976
C10 -0.87946 0.74953 4.46457
O9 -0.17835 1.13288 3.30331
H35 -1.73163 0.16088 4.22088
H36 -1.19402 1.59871 5.00685
H37 -0.23298 0.20145 5.15848
H38 -0.82532 1.12792 2.60770
C11 2.80561 0.79651 -1.88769
O10 3.23824 1.84281 -2.76529
H39 2.02891 0.09500 -2.31971
H40 2.20162 1.12139 -1.07475
H41 3.55205 0.21923 -1.44284
H42 3.08400 2.69486 -2.24224
C12 2.83656 -2.63029 0.25107
O11 1.92997 -2.75212 -0.74442
H43 3.45075 -1.72057 0.17319
H44 3.61172 -3.48800 0.35626
H45 2.24359 -2.57582 1.09016
H46 1.16984 -2.31587 -0.40103
C13 -4.31660 0.93022 -1.48808
O12 -3.16408 0.18649 -1.42108
H47 -4.07917 1.99022 -1.13371
H48 -5.15902 0.54132 -0.94112
H49 -4.58534 1.10535 -2.53811
H50 -2.95258 0.12354 -0.50262

These are the Löwdin partial charges, in e, on atoms 1 to 5: C -0.05; C -0.28; O -0.10; H 0.08; H 0.08

=====

Entry 2:
A 15-piece molecular cluster, C13H51N4O19 overall. Source: the OMol25 dataset; level of theory: wB97M-V/def2-TZVPD.

Computed properties:
- Highest occupied orbital energy: -12.16 eV
- E: -2174.23060 hartree
- Kohn-Sham gap: 9.22 eV
- Charge: +1

Cartesian coordinates (Å):
C1 -4.45297 0.15540 -0.21206
C2 -2.92583 0.02590 -0.15135
C3 -2.56593 -0.63920 1.15195
O1 -3.22468 -0.47923 2.13566
O2 -1.48304 -1.51007 1.24392
C4 -0.23804 -0.85820 1.49088
C5 0.79469 -1.12513 0.40482
C6 2.18171 -1.07085 0.91535
N1 2.61552 -1.26222 2.15564
C7 3.94491 -1.15677 2.09359
N2 4.79124 -1.30905 3.10638
N3 4.31481 -0.88120 0.83893
O3 5.59948 -0.68305 0.43395
N4 3.19217 -0.84502 0.06243
C8 3.20281 -0.60395 -1.37967
C9 4.20331 -1.49887 -2.14366
C10 5.38556 -0.71728 -2.73011
C11 6.67214 -1.52397 -2.72783
O4 7.64242 -0.91184 -3.60171
C12 8.23998 0.18246 -3.05404
C13 9.62673 -0.03057 -2.50089
O5 7.69872 1.25523 -3.02780
H1 -4.77404 0.97500 0.41872
H2 -4.75311 0.38472 -1.22967
H3 -4.93707 -0.75911 0.09552
H4 -2.46597 1.00488 -0.23157
H5 -2.60770 -0.55305 -1.01521
H6 0.12102 -1.16047 2.46857
H7 -0.40684 0.21677 1.53342
H8 0.65100 -0.35950 -0.34198
H9 0.64680 -2.09202 -0.07511
H10 4.41775 -1.56815 4.00140
H11 5.77984 -1.18668 2.99569
H12 5.69111 0.26701 0.24965
H13 3.38088 0.44822 -1.57522
H14 2.21051 -0.81333 -1.75006
H15 3.68078 -2.06445 -2.90416
H16 4.61058 -2.21486 -1.42935
H17 5.16878 -0.47678 -3.76064
H18 5.55903 0.18835 -2.16026
H19 7.11461 -1.61531 -1.73427
H20 6.52196 -2.52093 -3.12727
H21 9.56609 0.08233 -1.42364
H22 10.25164 0.75020 -2.91488
H23 9.99406 -1.01090 -2.77472
O6 -0.02416 1.74322 -0.99096
H24 -0.27968 2.45439 -0.39058
H25 -0.41254 1.99241 -1.83625
O7 -0.69614 -4.30339 2.16044
H26 -1.55544 -4.69940 1.98947
H27 -0.82583 -3.36558 1.98302
O8 1.10296 3.32323 1.31247
H28 1.47440 4.04513 1.83149
H29 1.33899 2.53090 1.80495
O9 3.49656 1.42951 -3.76565
H30 2.93231 1.33181 -4.53978
H31 4.25469 1.93269 -4.08492
O10 0.18463 5.88682 -0.24424
H32 0.45313 6.70273 0.18909
H33 0.45445 5.17180 0.34085
O11 -6.09844 -3.08903 0.68491
H34 -5.39513 -2.78242 1.26594
H35 -6.70527 -3.54749 1.27738
O12 -8.82024 -3.39771 -1.02911
H36 -7.90382 -3.39760 -0.73391
H37 -9.31393 -3.13873 -0.24201
O13 -2.47630 5.25054 -1.24807
H38 -1.58990 5.45116 -0.91380
H39 -3.06506 5.52610 -0.53467
O14 0.86127 0.35694 4.58795
H40 1.67944 0.07722 4.16717
H41 0.29290 -0.41966 4.51089
O15 -9.66314 -4.15212 1.82253
H42 -9.24786 -4.99241 1.59194
H43 -10.60042 -4.36595 1.85104
O16 -5.28392 6.24552 -1.04111
H44 -4.64983 5.73544 -1.55444
H45 -5.18114 7.15178 -1.36128
O17 -0.11392 -2.48305 5.75081
H46 0.39218 -2.52505 6.56785
H47 -1.03223 -2.48219 6.03964
O18 -5.93510 9.11987 -1.86430
H48 -6.37647 9.83580 -1.39835
H49 -6.28502 9.16065 -2.75952
O19 -9.96705 -6.77683 0.29989
H50 -10.84854 -7.15591 0.22896
H51 -9.98111 -6.02325 -0.30479

These are the Löwdin partial charges, in e, on atoms 1 to 5: C -0.07; C -0.14; C -0.45; O 0.16; O -0.05

=====

Entry 3:
A 13-piece molecular cluster, C13H52N26O13 overall. Source: the OMol25 dataset; level of theory: wB97M-V/def2-TZVPD.

Computed properties:
- Highest occupied orbital energy: -8.31 eV
- E: -2928.78625 hartree
- Kohn-Sham gap: 7.81 eV
- Charge: 0

Cartesian coordinates (Å):
C1 -2.07102 -2.69048 2.58378
O1 -1.89396 -1.47299 2.50571
N1 -3.12064 -3.24677 3.23538
N2 -1.12357 -3.56884 2.25003
H1 -3.28637 -4.23418 3.20030
H2 -3.71876 -2.58304 3.69821
H3 -1.30467 -4.51948 2.51903
H4 -0.22002 -3.30207 1.88178
C2 0.31705 -3.30755 -2.77071
O2 0.64732 -2.34215 -3.44787
N3 -0.40811 -3.23069 -1.63881
N4 0.74508 -4.58091 -2.99183
H5 -0.76492 -2.34555 -1.31709
H6 -0.23273 -3.91118 -0.92121
H7 0.65387 -5.17338 -2.18737
H8 1.19432 -4.96555 -3.80073
C3 -6.04003 2.21863 0.17088
O3 -6.73028 2.53320 -0.78401
N5 -4.75673 1.85305 0.11077
N6 -6.51298 2.16261 1.44939
H9 -4.41965 1.92943 -0.83971
H10 -4.06597 1.62740 0.80948
H11 -5.87340 1.95468 2.20464
H12 -7.39526 2.59511 1.65609
C4 4.16707 2.30344 -2.84229
O4 4.11867 3.52898 -2.73781
N7 5.23325 1.69702 -3.42902
N8 3.14162 1.47748 -2.58313
H13 5.91960 2.28644 -3.86033
H14 5.26926 0.69472 -3.34284
H15 3.25166 0.49600 -2.79187
H16 2.25820 1.82693 -2.24948
C5 -3.83181 2.00226 3.51831
O5 -4.96794 2.22211 3.95468
N9 -2.77035 2.73315 3.88914
N10 -3.49136 0.92555 2.75684
H17 -2.77463 3.60256 4.39108
H18 -1.84832 2.50936 3.54185
H19 -4.19151 0.21131 2.65035
H20 -2.53797 0.71126 2.51950
C6 -3.45775 -1.03885 -3.04288
O6 -3.83456 -1.57672 -4.07871
N11 -3.54895 -1.58083 -1.80552
N12 -2.84563 0.15703 -3.00557
H21 -3.34097 -1.00486 -1.00759
H22 -3.97778 -2.48551 -1.72240
H23 -2.25552 0.46069 -2.23965
H24 -2.84191 0.65758 -3.87823
C7 2.27711 -4.02523 2.19501
O7 1.68090 -2.97838 1.98355
N13 3.47253 -4.41365 1.69195
N14 1.71285 -5.01416 2.98230
H25 3.98449 -5.16195 2.11767
H26 3.77119 -3.81060 0.93521
H27 0.89248 -4.68189 3.46606
H28 2.37110 -5.58405 3.48752
C8 3.80319 -2.66752 -1.74194
O8 3.93572 -1.69776 -2.47253
N15 4.57458 -3.76373 -1.88169
N16 2.93287 -2.71543 -0.68816
H29 5.10600 -3.82147 -2.73675
H30 4.34052 -4.68154 -1.53960
H31 2.55505 -1.84367 -0.31305
H32 2.53000 -3.54127 -0.28839
C9 3.31974 0.38079 0.84154
O9 2.47413 -0.08179 0.07911
N17 4.01393 1.50367 0.57762
N18 3.76197 -0.31915 1.92191
H33 3.81028 2.03388 -0.25390
H34 4.63088 1.81917 1.30319
H35 4.38814 0.05571 2.60657
H36 3.19350 -1.15472 1.93433
C10 -0.88626 4.50225 0.51798
O10 -0.08100 4.22439 1.43212
N19 -0.93497 5.69177 -0.04199
N20 -1.82998 3.60136 0.12368
H37 -1.72308 5.86902 -0.63987
H38 -0.39243 6.38606 0.44809
H39 -1.54032 2.62507 0.08499
H40 -2.68511 3.84579 -0.34586
C11 1.18808 1.64476 3.49490
O11 2.06265 1.04838 4.13800
N21 0.17042 2.37924 4.04183
N22 1.19767 1.88580 2.16636
H41 0.24990 2.29046 5.04926
H42 0.17943 3.28404 3.58515
H43 0.50239 2.53249 1.80651
H44 1.48732 1.08853 1.61829
C12 -0.60395 0.26031 -0.57560
O12 -1.60063 0.98890 -0.64242
N23 -0.26449 -0.60986 0.40991
N24 0.32496 0.14870 -1.54880
H45 -0.84706 -0.89870 1.19633
H46 0.50894 -1.24170 0.27858
H47 1.23408 -0.04273 -1.14769
H48 0.26112 0.60015 -2.44750
C13 0.91212 2.69450 -3.43002
O13 1.89076 3.30119 -2.99485
N25 -0.34271 3.08812 -3.17403
N26 1.03361 1.56337 -4.14305
H49 -1.08237 2.77960 -3.78670
H50 -0.50272 4.01844 -2.82602
H51 1.90831 1.13492 -4.39258
H52 0.21123 1.26375 -4.64305

These are the Löwdin partial charges, in e, on atoms 1 to 5: C -0.65; O 0.00; N 0.17; N 0.17; H 0.10

=====

Entry 4:
A 13-piece molecular cluster, C13H52O13 overall. Source: the OMol25 dataset; level of theory: wB97M-V/def2-TZVPD.

Computed properties:
- Highest occupied orbital energy: -9.67 eV
- E: -1504.32151 hartree
- Kohn-Sham gap: 9.75 eV
- Charge: 0

Cartesian coordinates (Å):
C1 -1.99502 -5.05232 4.18876
O1 -1.46954 -6.25192 4.69860
H1 -2.78843 -5.10611 3.44330
H2 -2.39898 -4.50693 5.04168
H3 -1.24473 -4.43977 3.68882
H4 -2.13389 -6.57976 5.30914
C2 2.31498 4.55812 -1.17688
O2 1.81531 4.14989 0.09956
H5 1.64958 5.22558 -1.72447
H6 3.32036 4.94200 -1.00382
H7 2.45282 3.75098 -1.89634
H8 0.87532 3.97272 0.01811
C3 -0.68687 0.18812 -0.13771
O3 -0.67767 -1.24494 -0.12970
H9 -0.32963 0.44931 -1.13383
H10 -1.68862 0.58570 0.02516
H11 0.09181 0.54713 0.53525
H12 -0.70618 -1.39395 0.81823
C4 1.47222 -3.51234 1.71413
O4 2.86903 -3.85298 1.95958
H13 1.32629 -2.51876 2.13794
H14 1.29827 -3.41467 0.64254
H15 0.90056 -4.33129 2.15072
H16 2.93424 -3.87702 2.91706
C5 4.72952 3.10955 1.55029
O5 3.75001 3.93939 2.16041
H17 5.51010 3.73581 1.11832
H18 5.08884 2.49302 2.37424
H19 4.32413 2.40724 0.82193
H20 3.16370 4.12129 1.42234
C6 2.71029 0.48757 -1.94764
O6 2.86702 -0.37764 -3.01937
H21 1.92421 1.21239 -2.15933
H22 2.32543 -0.14659 -1.14900
H23 3.59856 1.07908 -1.72585
H24 3.51338 -1.07319 -2.87782
C7 -3.12087 -2.76230 -2.12676
O7 -4.20015 -3.23751 -2.90846
H25 -2.33805 -3.47945 -1.87976
H26 -2.67367 -1.88381 -2.59190
H27 -3.55239 -2.59613 -1.13970
H28 -3.77766 -3.33505 -3.76496
C8 -2.85685 3.10875 1.68480
O8 -1.63992 3.36949 0.95408
H29 -3.16264 4.02514 2.18959
H30 -3.72854 2.83144 1.09204
H31 -2.65749 2.34528 2.43678
H32 -1.03987 3.69411 1.62949
C9 -0.69820 0.18214 -5.34047
O9 -1.55654 1.12429 -6.01176
H33 -0.34984 -0.53299 -6.08567
H34 0.15735 0.62996 -4.83490
H35 -1.19406 -0.23746 -4.46516
H36 -1.90780 0.53762 -6.68559
C10 -1.14782 -1.24642 4.36676
O10 -0.79561 -0.87365 3.08013
H37 -0.33954 -1.82892 4.80889
H38 -1.47318 -0.35626 4.90516
H39 -2.04045 -1.87072 4.32729
H40 -0.40833 -0.00683 3.22236
C11 0.68207 -3.26737 -2.78440
O11 1.36831 -2.71556 -3.88873
H41 1.08663 -2.81145 -1.88076
H42 -0.39052 -3.26383 -2.97838
H43 0.84296 -4.34085 -2.68507
H44 1.68415 -1.84733 -3.62793
C12 -2.94307 2.55340 -2.92590
O12 -3.39044 2.48845 -4.26621
H45 -3.51907 3.23444 -2.29940
H46 -2.88366 1.58162 -2.43578
H47 -1.88755 2.82534 -2.92786
H48 -2.77020 2.04220 -4.84738
C13 1.62198 1.98045 3.55890
O13 0.27959 1.93136 4.03523
H49 2.02756 2.99108 3.60614
H50 2.22827 1.24007 4.08078
H51 1.73948 1.65140 2.52642
H52 0.01953 2.85126 4.12335

These are the Löwdin partial charges, in e, on atoms 1 to 5: C -0.18; O -0.11; H 0.08; H 0.08; H 0.06

=====

> Which of these has the highest highest occupied orbital energy?

C13H50N12O12

=====

> Kohn-Sham gap of number 4 (C13H52O13)?

9.75 eV

=====

> The lowest E belongs to which entry?

C13H52N26O13